C29H44N2O7S | ωB97M-V/def2-TZVPD

Calculated values
E_HOMO: -7.6 eV
Structure (SMILES): COCCCc1c(CN)c(OC[C@@H](C)O)c2c(c1C[C@@H](C)O)Sc1c(O)cc(O)c(OC[C@H](C)C(C)C)c1N2
Energy relative to the best compared isomer or geometry (same formula, charge and spin): 0.00 kcal/mol
HOMO-LUMO gap: 0.29794 Eh

Atoms and positions in Å:
C (-0.79146, -3.84756, 6.37000)
O (-1.95024, -3.07716, 6.58853)
C (-1.98496, -1.89211, 5.81461)
C (-2.36180, -2.13897, 4.35539)
C (-2.93185, -0.87334, 3.67103)
C (-2.11530, -0.35189, 2.50328)
C (-1.90583, -1.18680, 1.39419)
C (-2.53761, -2.54736, 1.23646)
N (-3.97841, -2.55437, 1.51444)
C (-1.06357, -0.75272, 0.37594)
O (-0.81247, -1.55694, -0.71235)
C (-1.63246, -1.23191, -1.83388)
C (-1.02416, -1.86928, -3.06431)
C (-1.01571, -3.38495, -2.98908)
O (-1.78425, -1.39457, -4.16646)
C (-0.43389, 0.49159, 0.41512)
C (-0.70918, 1.33867, 1.48095)
C (-1.55449, 0.94047, 2.52346)
C (-1.80330, 1.91545, 3.64403)
C (-0.70461, 2.02342, 4.73779)
C (0.46680, 1.08712, 4.56085)
O (-0.14423, 3.33384, 4.81595)
S (0.06029, 2.93002, 1.54195)
C (0.29396, 3.23252, -0.18102)
C (0.31692, 4.54927, -0.64363)
O (0.09275, 5.60764, 0.19667)
C (0.52215, 4.82084, -1.98732)
C (0.71280, 3.77214, -2.87230)
O (0.91414, 4.03131, -4.18863)
C (0.70818, 2.45518, -2.41879)
O (0.89724, 1.46195, -3.34646)
C (2.17117, 0.79109, -3.28099)
C (2.84312, 0.82898, -4.63934)
C (1.94515, 0.16589, -5.68295)
C (4.26162, 0.22291, -4.62160)
C (4.26916, -1.30557, -4.57963)
C (5.11461, 0.77444, -3.47381)
C (0.49165, 2.18107, -1.07375)
N (0.42610, 0.82860, -0.66327)
H (-0.88888, -4.76147, 6.95136)
H (0.10370, -3.31295, 6.70475)
H (-0.67434, -4.12308, 5.31810)
H (-2.73308, -1.25468, 6.28848)
H (-1.01786, -1.38583, 5.89649)
H (-1.48883, -2.48783, 3.80481)
H (-3.10616, -2.93510, 4.35443)
H (-3.94488, -1.08561, 3.33876)
H (-3.01497, -0.10665, 4.43430)
H (-2.04258, -3.25198, 1.90984)
H (-2.33051, -2.90998, 0.23070)
H (-4.41189, -1.70432, 1.18151)
H (-4.42204, -3.34011, 1.06368)
H (-2.65217, -1.60308, -1.67307)
H (-1.67722, -0.15050, -1.97266)
H (0.00720, -1.50854, -3.11394)
H (-0.56665, -3.81349, -3.88576)
H (-0.43888, -3.71497, -2.12570)
H (-2.03551, -3.76244, -2.90766)
H (-1.24184, -1.44840, -4.95752)
H (-1.93279, 2.90369, 3.19658)
H (-2.74434, 1.69006, 4.13458)
H (-1.18968, 1.80444, 5.69637)
H (1.07922, 1.08065, 5.46134)
H (0.11444, 0.07187, 4.38949)
H (1.08032, 1.38744, 3.71213)
H (-0.86558, 3.97002, 4.85124)
H (0.51977, 5.45474, 1.04607)
H (0.53954, 5.83855, -2.34908)
H (0.93768, 3.17536, -4.63928)
H (2.78004, 1.27928, -2.52107)
H (1.97571, -0.23962, -2.98194)
H (2.95548, 1.87913, -4.93097)
H (1.02768, 0.73192, -5.83413)
H (2.46252, 0.11876, -6.64317)
H (1.68158, -0.85288, -5.39308)
H (4.73742, 0.53064, -5.55626)
H (3.71565, -1.67257, -3.71266)
H (5.29475, -1.66299, -4.48223)
H (3.84347, -1.75445, -5.47481)
H (4.87991, 0.25253, -2.54386)
H (6.17330, 0.64729, -3.68606)
H (4.91594, 1.83387, -3.30204)
H (1.32734, 0.37443, -0.59910)



C5H4N2 | ωB97M-V/def2-TZVPD

Calculated values
E_HOMO: -9.7 eV
Structure (SMILES): C#C[C@H]1C=CN=N1
Energy relative to the best compared isomer or geometry (same formula, charge and spin): 77.28 kcal/mol
HOMO-LUMO gap: 0.36189 Eh

Atoms and positions in Å:
C (-0.91720, 1.84237, 1.74618)
C (-0.73363, 0.91103, 1.01041)
C (-0.56911, -0.21623, 0.09302)
C (0.27215, 0.00733, -1.12276)
C (1.15690, -0.98905, -1.13162)
N (0.98446, -1.82490, 0.02047)
N (0.05381, -1.40418, 0.73600)
H (-1.07689, 2.66660, 2.40828)
H (0.14321, 0.80783, -1.83783)
H (1.92826, -1.23959, -1.84854)
H (-1.56783, -0.57088, -0.21064)



C2H2Cl2S | ωB97M-V/def2-TZVPD

Calculated values
E_HOMO: -9.6 eV
Structure (SMILES): Cl[C@@H]1S[C@H]1Cl
Energy relative to the best compared isomer or geometry (same formula, charge and spin): 18.51 kcal/mol
HOMO-LUMO gap: 0.37484 Eh

Atoms and positions in Å:
C (0.62223, 0.03699, 0.54425)
C (-0.60022, 0.01554, -0.54961)
S (0.01053, -1.60829, 0.00110)
Cl (2.11463, 0.57192, -0.06668)
Cl (-2.09019, 0.57728, 0.09876)
H (0.55875, 0.24414, 1.65735)
H (-0.61573, 0.16241, -1.68517)



C28H64B2F12MgN2O20S4 | ωB97M-V/def2-TZVPD

Calculated values
Charge: -2
E_HOMO: -3.5 eV
Energy relative to the best compared isomer or geometry (same formula, charge and spin): 0.00 kcal/mol
HOMO-LUMO gap: 0.26423 Eh

Atoms and positions in Å:
Mg (-1.40507, 0.30264, 0.38333)
C (0.55195, 0.11598, -3.53784)
F (1.66164, 0.83081, -3.82078)
F (0.65124, -1.22456, -3.67655)
F (0.25407, 0.43237, -2.28138)
S (-0.96091, 0.71251, -4.68052)
O (-1.65813, 1.79247, -3.94501)
O (-0.41403, 1.22538, -5.95162)
N (-2.00408, -0.70993, -4.57133)
S (-1.58238, -1.62507, -5.79322)
O (-0.19696, -1.56158, -6.15919)
O (-1.98777, -3.01582, -5.60416)
C (-2.52597, -0.77969, -7.28785)
F (-2.73425, -1.72345, -8.22156)
F (-3.64894, -0.22800, -6.92522)
F (-1.83112, 0.17082, -7.89114)
C (-2.38336, -0.57030, 4.26188)
F (-1.75913, 0.60533, 4.45986)
F (-1.50630, -1.51908, 4.26100)
F (-3.20864, -0.92392, 5.23572)
S (-3.32086, -0.64986, 2.52209)
O (-2.74820, -1.81862, 1.82985)
O (-4.71997, -0.65736, 2.77159)
N (-2.63324, 0.75120, 1.64295)
S (-3.45311, 1.94559, 2.35730)
O (-4.09235, 1.78680, 3.68642)
O (-2.78028, 3.25513, 2.24154)
C (-4.98552, 2.18096, 1.01217)
F (-5.59662, 1.00533, 0.85327)
F (-5.67933, 3.18585, 1.50735)
F (-4.37578, 2.53068, -0.21661)
B (-2.44309, 0.01364, -1.47160)
H (-2.86494, -0.34458, -0.54534)
H (-2.00435, -0.82440, -1.99067)
H (-3.20010, 0.47959, -2.08319)
H (-1.69238, 0.74004, -1.20136)
B (0.04960, -0.98129, 0.56272)
H (0.11993, -0.17085, -0.14613)
H (0.96931, -1.53207, 0.68529)
H (-0.16456, -0.50364, 1.50624)
H (-0.77848, -1.57888, 0.21428)
C (-4.56968, 1.92889, -4.79035)
O (-4.62517, 0.74239, -3.95987)
C (-5.71472, 0.92917, -3.03421)
C (-6.06864, -0.37672, -2.38065)
O (-4.87439, -1.12939, -2.11310)
C (-5.23837, -2.49933, -1.57775)
C (-3.88913, -3.19121, -1.34218)
O (-3.09647, -2.71650, -2.37447)
C (-1.80493, -3.37418, -2.24651)
H (-4.50115, 2.88537, -4.27215)
H (-5.47145, 1.96316, -5.40170)
H (-3.69231, 2.04606, -5.42643)
H (-6.59177, 1.37134, -3.50684)
H (-5.46540, 1.70191, -2.30702)
H (-6.70784, -0.94255, -3.05842)
H (-6.73131, -0.07417, -1.56982)
H (-5.95133, -2.99823, -2.23417)
H (-5.65675, -2.43776, -0.57312)
H (-3.99727, -4.26924, -1.46163)
H (-3.44648, -2.89213, -0.39208)
H (-1.84766, -4.46278, -2.28131)
H (-1.29298, -3.22319, -1.29614)
H (-1.13906, -3.18511, -3.08851)
C (-0.36826, 7.33847, 2.21553)
O (0.42238, 6.17793, 2.47261)
C (-0.22428, 5.35167, 3.44054)
C (0.57978, 4.12809, 3.78028)
O (0.57616, 3.07498, 2.79764)
C (1.36622, 3.25405, 1.65430)
C (1.06281, 2.09246, 0.69825)
O (-0.39268, 2.01570, 0.30840)
C (-0.67695, 3.13434, -0.52500)
H (-1.03005, 7.41648, 3.07811)
H (-0.99516, 7.42953, 1.32850)
H (0.22469, 8.25252, 2.24734)
H (-1.25641, 5.10847, 3.18820)
H (-0.23107, 5.89779, 4.38383)
H (-0.09206, 3.74375, 4.54776)
H (1.50888, 4.34582, 4.30702)
H (2.44454, 3.27237, 1.81246)
H (1.08278, 4.13532, 1.07887)
H (1.27663, 1.22182, 1.31822)
H (1.66585, 2.05848, -0.20910)
H (0.08245, 3.27676, -1.29384)
H (-0.55492, 3.98839, 0.14120)
H (-1.69327, 3.13111, -0.91895)
C (4.81801, -5.80435, 4.90452)
O (4.72922, -4.82485, 5.94138)
C (3.51300, -4.14801, 6.07544)
C (3.12164, -3.30887, 4.79547)
O (4.16276, -2.33111, 4.54682)
C (4.04454, -1.55576, 3.34926)
C (2.74359, -0.75802, 3.33953)
O (2.50787, 0.06076, 4.51715)
C (1.06532, 0.35126, 4.73590)
H (5.41525, -5.47201, 4.05543)
H (3.92077, -6.33983, 4.59418)
H (5.47870, -6.62070, 5.19634)
H (3.56530, -3.45652, 6.91640)
H (2.65785, -4.73003, 6.41908)
H (2.13196, -2.86521, 4.90407)
H (3.17284, -4.05530, 4.00280)
H (4.29100, -2.15465, 2.47250)
H (4.92947, -0.92875, 3.24044)
H (1.88515, -1.41889, 3.21945)
H (2.69389, 0.03716, 2.59567)
H (0.75889, -0.43517, 5.42564)
H (0.43235, 0.23379, 3.85633)
H (0.86575, 1.37732, 5.04492)
C (6.87409, 2.26830, -3.83153)
O (6.41551, 1.32651, -2.83207)
C (5.04605, 1.49017, -2.39234)
C (4.59771, 0.07394, -2.03181)
O (5.45511, -0.59012, -1.13191)
C (5.34998, -1.99738, -1.03091)
C (3.92808, -2.43088, -0.79031)
O (3.81780, -3.79972, -0.42686)
C (2.52133, -4.10923, 0.01092)
H (6.51971, 2.04329, -4.83745)
H (7.95869, 2.21006, -3.92293)
H (6.58134, 3.28513, -3.56991)
H (4.40777, 1.81108, -3.21557)
H (4.96599, 2.20234, -1.57107)
H (4.44562, -0.52618, -2.92893)
H (3.70808, 0.16200, -1.40819)
H (5.98271, -2.20718, -0.16851)
H (5.91018, -2.33960, -1.90105)
H (3.38335, -2.18309, -1.70133)
H (3.50234, -1.73201, -0.07029)
H (2.44946, -5.12744, 0.39327)
H (1.76077, -3.99338, -0.76124)
H (2.19189, -3.45117, 0.81500)



C5H9NO | ωB97M-V/def2-TZVPD

Calculated values
E_HOMO: -9.9 eV
Structure (SMILES): COC[C@H](C)C#N
Energy relative to the best compared isomer or geometry (same formula, charge and spin): 60.62 kcal/mol
HOMO-LUMO gap: 0.39485 Eh

Atoms and positions in Å:
C (1.11383, 0.34676, 0.15183)
C (-0.16488, 0.10444, 0.91730)
C (-2.02550, -1.51638, 0.02720)
C (1.32881, 1.77992, -0.32113)
O (-0.98800, -0.57132, -0.23113)
C (0.98168, -0.58468, -1.05286)
N (1.27661, -1.13006, -2.04228)
H (1.96676, 0.02834, 0.75820)
H (-0.05182, -0.65472, 1.69279)
H (-0.71531, 0.99717, 1.21853)
H (-2.53214, -1.72432, -0.91841)
H (-1.60479, -2.43578, 0.44384)
H (-2.75904, -1.07667, 0.70606)
H (0.60902, 2.07833, -1.08916)
H (2.32647, 1.86668, -0.76522)
H (1.23830, 2.49228, 0.50443)



C2H4AsCsF6O2 | ωB97M-V/def2-TZVPD

Calculated values
Charge: -2
E_HOMO: 1.2 eV
HOMO-LUMO gap: 0.09081 Eh

Atoms and positions in Å:
Cs (-0.83283, 0.99157, 0.35750)
O (-1.08025, -0.72591, -2.01883)
C (-1.73198, -1.70662, -2.81148)
C (-0.78193, -2.72036, -3.59764)
O (0.26466, -2.15368, -4.37255)
H (-2.35839, -1.22738, -3.56384)
H (-2.41316, -2.20551, -2.12212)
H (-1.37252, -3.43509, -4.17075)
H (-0.37762, -3.38420, -2.83348)
As (1.51646, 2.36857, 3.60863)
F (3.09161, 2.43885, 2.86924)
F (2.26904, 1.26895, 4.90305)
F (-0.01295, 2.17903, 4.40798)
F (0.74159, 3.42060, 2.27949)
F (1.06401, 1.00692, 2.58552)
F (2.01426, 3.88427, 4.47928)



C35H42HfN3OSi | ωB97M-V/def2-TZVPD

Calculated values
Charge: +3
E_HOMO: -16.5 eV
HOMO-LUMO gap: 0.20046 Eh

Atoms and positions in Å:
Hf (-0.12102, -0.21741, 0.37216)
C (-2.50182, 3.95743, -1.31962)
C (-2.84727, 2.60625, -1.85184)
C (-3.71721, 2.52938, -2.93717)
C (-3.90386, 1.35133, -3.63267)
C (-3.09042, 0.26002, -3.33788)
C (-2.21023, 0.28830, -2.27108)
C (-1.30389, -0.90607, -2.07252)
C (-2.21476, 1.41475, -1.40509)
N (-1.57564, 1.28866, -0.16463)
C (-2.08046, 1.81675, 0.94254)
C (-3.41974, 2.43418, 1.06355)
C (-1.26550, 1.70007, 2.15748)
C (-1.57305, 2.56046, 3.32201)
N (-0.27167, 0.84579, 2.14328)
C (0.64655, 0.72714, 3.23920)
C (0.34560, -0.10266, 4.33195)
C (-0.93236, -0.88712, 4.39476)
C (1.24126, -0.14622, 5.39216)
C (2.39251, 0.62275, 5.38722)
C (2.66842, 1.44715, 4.31076)
C (1.80783, 1.51584, 3.22172)
C (2.09649, 2.47503, 2.10316)
H (-2.19106, 4.57583, -2.16255)
H (-1.69524, 3.95452, -0.58928)
H (-3.38018, 4.44847, -0.90128)
H (-4.23393, 3.42509, -3.24683)
H (-4.62778, 1.29948, -4.43113)
H (-3.14594, -0.62646, -3.94928)
H (-1.08431, -1.30026, -3.06830)
H (-1.81137, -1.71388, -1.53000)
H (-0.32355, -0.64631, -1.61406)
H (-4.06717, 2.09968, 0.25457)
H (-3.38291, 3.52337, 1.02833)
H (-3.86459, 2.17827, 2.02172)
H (-1.81338, 3.57719, 3.01636)
H (-0.73909, 2.57800, 4.01874)
H (-2.43899, 2.18155, 3.86716)
H (-1.22132, -1.27756, 3.41657)
H (-1.74603, -0.26711, 4.77647)
H (-0.81119, -1.71968, 5.08379)
H (1.00940, -0.76091, 6.24889)
H (3.06183, 0.59142, 6.23107)
H (3.54438, 2.07678, 4.32177)
H (3.12393, 2.36631, 1.76488)
H (1.99614, 3.49461, 2.47399)
H (1.42248, 2.35013, 1.24759)
C (3.86398, -2.12474, -1.34294)
Si (2.89927, -1.03620, -0.13253)
C (2.14849, 0.52617, -1.08118)
C (3.94863, -0.56238, 1.38327)
N (1.29962, -1.57307, 0.40061)
C (0.97865, -2.75326, 1.02791)
C (1.88008, -3.78057, 1.33080)
C (1.44191, -4.94632, 1.92608)
C (0.10762, -5.10751, 2.27829)
C (-0.80889, -4.10007, 2.01061)
C (-0.37698, -2.95354, 1.36848)
O (-1.23385, -1.82972, 1.07801)
C (-2.58011, -2.11073, 0.71520)
C (-3.55395, -1.22260, 1.15804)
C (-4.88311, -1.44934, 0.83051)
C (-5.23229, -2.56131, 0.07639)
C (-4.24964, -3.43206, -0.37252)
C (-2.91645, -3.21251, -0.06254)
H (4.87572, -1.73292, -1.41890)
H (3.45632, -2.15480, -2.34976)
H (3.95452, -3.15058, -0.99567)
H (2.91928, 1.28771, -1.17521)
H (1.26705, 1.03499, -0.60930)
H (1.90283, 0.25044, -2.10865)
H (4.66327, 0.21642, 1.13513)
H (4.53996, -1.41893, 1.69796)
H (3.37402, -0.24060, 2.24918)
H (2.92272, -3.64027, 1.10062)
H (2.14439, -5.73958, 2.12465)
H (-0.22217, -6.01140, 2.76662)
H (-1.84103, -4.22188, 2.29929)
H (-3.28057, -0.39821, 1.80436)
H (-5.64348, -0.77639, 1.19641)
H (-6.26760, -2.75900, -0.15578)
H (-4.50378, -4.30400, -0.95429)
H (-2.15549, -3.90823, -0.38341)



H4O2P3 | ωB97M-V/def2-TZVPD

Calculated values
Charge: -1
E_HOMO: -4.3 eV
Structure (SMILES): O=P([O-])(P)P
Energy relative to the best compared isomer or geometry (same formula, charge and spin): 12.30 kcal/mol
HOMO-LUMO gap: 0.30998 Eh

Atoms and positions in Å:
O (1.04152, 0.05365, 1.90005)
O (1.29246, 1.59736, -0.36704)
P (-1.67189, 1.16483, 0.42780)
P (0.66870, -1.28201, -0.92482)
P (0.53493, 0.52077, 0.37035)
H (-1.68805, 1.73042, -0.78797)
H (-2.26189, -0.09723, 0.19274)
H (2.07215, -1.49644, -0.67016)
H (0.01207, -2.19135, -0.14095)



| no. | E_LUMO (eV) |
| --- | --- |
| 1 | 0.5 |
| 2 | 0.2 |
| 3 | 0.6 |
| 4 | 3.7 |
| 5 | 0.8 |
| 6 | 3.7 |
| 7 | -11.1 |
| 8 | 4.2 |